# 1
One molecule with the formula CH5NOP2. Source: the OMol25 dataset; level of theory: ωB97M-V with the def2-TZVPD basis set.

The gap between HOMO and LUMO is 9.73 eV. As for the multiplicity: 1. The net charge is 0. The calculation puts the relative energy (zero: lowest compared OMol25 entry of this formula, charge and spin) at 105.9 kJ/mol. Its SMILES is [H]/N=C/O[PH]#[PH2]. The value obtained for the HOMO energy is -8.7 eV. The value obtained for the total energy is -853.736715 Eh.

Last column: Mulliken charge in e.
Positions of all 10 atoms, in Å:
H (1.1411, -0.2794, 0.8737)  0.11
H (-1.8309, -0.6651, 2.3064)  0.21
P (1.3581, 1.4661, -1.0873)  -0.08
C (-1.5469, -0.6593, 0.3989)  0.28
H (-2.5301, -1.0312, 0.0447)  0.33
H (2.7095, 1.3784, -0.6447)  0.08
P (1.0303, -0.3796, -0.5119)  0.04
H (1.6283, 1.1767, -2.3506)  0.05
O (-0.7812, -0.4660, -0.6382)  -0.38
N (-1.1782, -0.5406, 1.6089)  -0.64

# 2
An isolated ion of composition C31H42N5 and charge +1. Source: the OMol25 dataset; level of theory: ωB97M-V with the def2-TZVPD basis set.

The gap between HOMO and LUMO is 6.58 eV. As for the multiplicity: 1. The net charge is +1. Its SMILES is CN(C)C(N(Cc1ccccc1)[C@H](/C=C/c1ccc(N(C)C)cc1)c1ccc(N(C)C)cc1)=[N+](C)C. The value obtained for the HOMO energy is -9.3 eV. The value obtained for the total energy is -1479.833716 Eh.

Last column: Mulliken charge in e.
Positions of all 78 atoms, in Å:
H (-3.9844, -1.9523, 2.3265)  0.43
H (6.0902, 0.1056, 0.9236)  0.58
C (5.1196, -0.3096, 1.1823)  -0.63
C (2.7525, -0.1695, 1.2556)  0.90
H (1.6325, -1.8680, 2.0624)  0.60
C (1.8204, -2.5536, -2.0511)  -0.73
C (-1.9833, 5.2151, -1.5644)  -1.21
C (-1.2938, 4.6696, 1.2653)  -1.17
H (-0.4826, 1.6236, -2.8433)  0.52
H (3.7097, -1.5523, -1.6840)  0.49
H (4.0417, 1.5369, 0.9339)  0.39
H (-5.4280, -3.2859, 2.2294)  0.32
H (-5.6829, -2.8531, -1.8093)  0.27
C (-1.2005, 3.0580, -0.6867)  0.31
N (-0.9437, 1.6557, -0.9109)  0.92
C (3.9873, 0.4455, 1.0800)  -0.73
C (-2.7848, 2.6563, 1.1592)  -0.76
C (-0.7976, 0.7865, 0.1915)  0.80
C (2.1150, -0.1780, -1.9931)  -0.30
H (2.2521, -3.5320, -1.9480)  0.43
H (-2.4719, 0.3528, -1.8156)  0.75
H (-5.5100, -4.2561, -0.6856)  0.26
C (0.4840, -2.4036, -2.3722)  -0.86
C (0.3644, -0.0673, 0.6979)  -1.68
H (-4.4863, -1.1364, -1.9886)  0.28
N (-1.0379, 4.0821, -1.6339)  0.29
C (3.7638, -2.2373, 1.9297)  -0.19
H (-0.6285, 5.2933, 0.6601)  0.44
H (2.7416, 0.7008, -1.8896)  0.36
H (6.6258, -3.4769, -0.1419)  0.29
H (-0.0598, 3.7031, -3.4384)  0.33
H (-1.6921, -1.1873, 2.1234)  0.49
H (6.9277, -1.7196, -0.1455)  0.35
N (6.1820, -2.4741, 1.7058)  0.08
H (8.0214, -2.8267, 0.7093)  0.32
N (-5.6458, -2.3228, 0.2752)  0.03
C (-3.9636, -1.1012, -1.0407)  -1.04
H (5.5700, -4.3968, 2.4404)  0.33
H (-0.7689, 4.3512, 2.1711)  0.38
C (-2.0576, -0.1882, 0.2024)  -0.51
C (1.5233, 0.5513, 1.0193)  -0.51
H (-2.1672, 5.2254, 1.6118)  0.35
C (5.0308, -1.6667, 1.6599)  0.36
H (-2.1989, 5.5701, -2.5909)  0.48
N (-1.7074, 3.4602, 0.5091)  0.18
H (0.2562, -1.2006, 0.7619)  0.20
H (-2.3725, 1.7723, 1.6243)  0.22
H (-0.0738, 5.3580, -2.9661)  0.44
H (0.8729, 2.1290, -1.7927)  0.33
C (2.6634, -1.4546, -1.9114)  -0.41
C (-4.4130, -1.6857, 0.1766)  1.22
H (5.8895, -3.1377, 3.6638)  0.32
C (-6.0055, -3.2567, -0.8240)  -0.87
C (-0.1082, -1.1558, -2.4026)  -0.35
C (-2.8352, -0.2662, -0.9805)  -1.02
H (-1.6045, 6.1717, -1.1107)  0.39
H (7.2577, -3.9006, 2.8663)  0.32
C (-2.3815, -1.0261, 1.3020)  -1.14
C (0.0851, 1.3822, -1.9476)  -1.20
H (-1.1481, -1.0164, -2.6874)  0.57
H (-3.1818, 3.2697, 1.9525)  0.50
C (0.7016, -0.0637, -2.0731)  0.43
H (1.0657, 4.2784, -2.1982)  0.40
H (-7.1142, -3.3815, -0.8619)  0.31
H (-0.1259, -3.2585, -2.5884)  0.45
C (-3.6569, -1.6065, 1.3657)  -0.59
H (-3.5899, 2.3822, 0.4457)  0.29
H (3.6790, -3.2880, 2.2308)  0.23
C (-6.1115, -2.6107, 1.6707)  -1.03
C (0.0363, 4.3610, -2.5683)  -1.10
H (-0.7593, 1.5917, 0.9097)  1.23
C (2.5900, -1.5110, 1.7243)  -1.29
C (6.9756, -2.6320, 0.4669)  -1.00
H (-7.1343, -2.9776, 1.7865)  0.31
H (1.5716, 1.6905, 1.0365)  0.16
H (-6.0928, -1.6450, 2.2432)  0.36
H (-2.9473, 4.9172, -1.1124)  0.33
C (6.2335, -3.5570, 2.7070)  -1.01

# 3
A 4-piece molecular cluster, C25H46FN2O17PS overall. Source: the OMol25 dataset; level of theory: ωB97M-V with the def2-TZVPD basis set.

The gap between HOMO and LUMO is 8.14 eV. As for the multiplicity: 1. The net charge is 0. Its SMILES is CCOCCOCCOC[C@]1(OC[C@@H](C)O)OS(=O)(=O)[C@H](F)[C@@](N)(P(C)C)[C@@H]1N.O=C1OCCO1.O=C1OCCO1.O=C1OCCO1. The value obtained for the HOMO energy is -7.6 eV. The value obtained for the total energy is -3208.097890 Eh.

Last column: Mulliken charge in e.
Positions of all 93 atoms, in Å:
H (-0.3093, -4.7469, -1.6736)  0.45
C (-3.3876, 1.1124, 8.3549)  -0.37
C (-3.1228, -1.1140, -1.3404)  -1.02
H (1.3634, 4.7504, 0.3883)  0.36
H (1.9295, 4.4581, -2.0185)  0.38
C (2.0313, 8.2824, -4.4331)  -0.31
O (0.2065, 6.9966, -3.9056)  -0.32
H (-4.5061, -2.6628, -1.9852)  0.37
O (0.3597, -2.4336, -5.4211)  -0.44
C (0.2775, 0.3861, 2.2230)  -1.46
H (1.3901, -1.4505, 4.4730)  0.71
H (-2.5995, -5.1151, -1.6959)  0.42
C (0.8366, 0.0956, -0.2784)  0.18
H (0.6507, 0.9911, -0.8706)  0.44
N (-0.1897, -2.0478, 1.6860)  -0.16
H (-0.0240, 9.0086, -4.3846)  0.28
H (-1.5217, 0.2497, 1.2105)  -0.11
O (2.8845, 0.6411, 3.7213)  -0.67
H (0.6604, 8.6649, -2.7846)  0.27
O (1.7512, -4.2074, -5.4075)  -0.26
H (3.7655, 3.8769, -0.5727)  0.42
H (0.5258, 1.0107, 3.0770)  0.81
H (1.3305, -3.0734, -1.2053)  0.56
H (-0.4458, -3.5594, 4.4125)  0.34
C (2.7698, 3.6092, -0.2152)  0.38
H (-3.7544, -0.2375, -1.2124)  0.49
H (1.9552, -4.7731, -8.5675)  0.30
O (2.4291, 6.9436, -4.1258)  -0.31
H (-0.0883, -0.4652, -0.2097)  -0.82
C (1.4448, -1.5777, 3.3927)  -0.43
N (-0.9740, 0.9343, 1.7112)  -0.35
O (2.5714, -0.2244, 1.3750)  -0.65
O (1.1421, -3.2919, -7.3542)  -0.36
H (0.8470, 3.3492, -1.1989)  0.30
H (-3.9785, 2.0200, 8.4501)  0.30
C (0.6462, 8.3557, -3.8314)  -0.32
H (-1.2736, 1.5494, 8.0688)  0.30
H (3.2066, -5.4697, -6.1926)  0.30
C (-3.9453, -2.3710, -1.0964)  -0.51
H (2.0248, 8.4076, -5.5174)  0.28
O (1.6831, 1.8986, 1.0645)  -0.38
C (1.3604, 0.5368, 1.1209)  1.38
H (-1.7327, -3.4193, 3.2601)  0.31
H (-2.3011, 2.0369, 6.7075)  0.27
C (0.1174, -1.0592, 2.7487)  0.29
C (-0.8846, -3.8553, -1.4158)  -0.16
C (2.2126, -5.0970, -6.4269)  -0.33
C (-2.8320, -0.6540, 3.4846)  -0.99
O (1.8063, -0.7061, -0.9240)  -0.38
H (0.4917, -0.5817, -2.5568)  0.35
H (1.4864, -3.1678, -2.9537)  0.22
H (0.6071, -2.1489, 1.0619)  0.29
C (1.3063, 6.2037, -3.9511)  0.68
C (2.1847, -4.2214, -7.6594)  -0.36
C (-1.3917, -3.0635, 4.2324)  -1.29
H (2.2476, 2.7133, -2.1002)  0.40
P (-1.1877, -1.2336, 4.1011)  0.61
H (-2.1627, -3.3148, 4.9486)  0.44
H (2.7225, 8.9994, -3.9977)  0.29
H (1.5236, -5.9407, -6.4968)  0.25
O (2.2434, 4.5265, 0.7144)  -0.61
H (-3.1056, -0.9836, 2.4836)  0.26
C (1.0175, -3.2296, -6.0035)  0.61
C (0.9940, -2.6302, -2.1422)  -0.46
H (-3.1486, 0.7374, 9.3519)  0.27
C (-2.3687, -4.0521, -1.7007)  -0.83
H (3.7123, 2.2215, 1.1136)  0.24
C (2.9026, 2.1965, 0.3866)  -0.49
O (-4.1127, 0.1069, 7.6458)  -0.34
C (-2.1595, 1.2927, 7.4936)  -0.35
H (-4.6883, -2.1835, -0.3257)  0.39
O (-3.1506, -3.4638, -0.6551)  -0.45
C (1.8899, 3.5164, -1.4671)  -1.48
C (1.3454, -1.1521, -2.2005)  -0.80
O (-3.4944, -1.5979, 6.3162)  -0.51
O (1.2899, 5.0205, -3.8459)  -0.56
C (-3.2278, -0.5920, 6.8928)  0.62
F (1.6957, -2.8596, 3.1001)  -0.34
H (-2.8241, 0.4267, 3.5526)  0.29
H (2.1638, -0.9983, -2.9000)  0.38
H (3.1133, 1.5263, -0.4410)  0.33
O (-0.4293, -2.7554, -2.1911)  -0.08
H (-2.6087, -3.6201, -2.6659)  0.38
H (3.1163, -3.6709, -7.8033)  0.26
H (-0.9958, -1.7606, 1.1456)  -0.31
H (-2.3063, -1.0510, -0.6312)  0.31
O (4.0291, -1.2850, 2.9962)  -0.81
H (-3.5558, -0.9840, 4.2125)  0.53
H (-0.8091, 1.7662, 1.1622)  0.44
H (-2.7028, -1.0866, -2.3380)  0.26
O (-2.0123, 0.0056, 6.8863)  -0.25
S (2.8415, -0.5237, 2.9084)  1.42
H (-0.7911, -3.6604, -0.3451)  0.02

# 4
C33H33BrClN2O2PdSb as an isolated structure. Source: the OMol25 dataset; level of theory: ωB97M-V with the def2-TZVPD basis set.

The gap between HOMO and LUMO is 7.70 eV. As for the multiplicity: 1. The net charge is 0. The calculation puts the relative energy (zero: lowest compared OMol25 entry of this formula, charge and spin) at 0.0 kJ/mol. The value obtained for the HOMO energy is -7.8 eV. The value obtained for the total energy is -4939.660538 Eh.

Last column: Mulliken charge in e.
Positions of all 74 atoms, in Å:
C (-0.8053, -0.3832, 3.4880)  0.35
H (5.4641, -1.2330, -3.2596)  0.40
H (-2.7086, 3.0882, -2.7710)  0.33
O (-0.3850, -0.3639, -1.5184)  -0.85
C (-0.5116, -3.7704, 0.7803)  -0.57
H (5.9040, -0.4750, 1.4439)  0.42
C (5.2766, -0.9216, -1.1648)  -0.79
Sb (-1.5636, 1.7035, 0.8882)  0.35
C (1.7785, -0.8080, 4.3933)  -0.70
C (3.4132, -1.4325, -2.5970)  -0.40
H (1.4848, -1.5554, -1.6786)  0.27
C (0.1178, -0.5774, -4.2039)  -0.17
H (-2.9944, -6.0311, 0.4193)  0.43
C (-0.3240, 3.0319, 2.0032)  -0.76
H (-2.2185, 1.4732, -2.2743)  0.10
C (-0.5537, -0.5460, 4.8434)  -0.89
Br (0.7234, 3.5227, -3.6362)  -0.15
Pd (0.0456, -0.3117, 0.6487)  0.47
H (-4.2239, -3.8898, -0.0234)  0.41
C (4.8459, -0.6249, 1.2636)  -0.93
C (2.5742, -0.7512, 2.0085)  1.00
H (-1.0508, 4.9526, 1.2763)  0.28
C (-0.8666, 4.4384, 2.2211)  -1.20
H (-1.3776, -0.5147, 5.5468)  0.44
H (0.0752, -1.6537, -6.0545)  0.39
C (-3.3378, 1.9380, 2.0450)  -0.79
H (0.5464, -3.6947, 1.0078)  0.55
H (0.5163, 0.3789, -7.4205)  0.39
C (0.2862, 0.6436, -3.5487)  0.02
H (4.2774, -0.4174, 3.3043)  0.39
C (-2.6877, 2.3939, -1.9287)  -0.94
C (4.3966, -0.8589, -0.0576)  1.21
H (-3.7235, 2.1532, -1.6775)  0.32
H (-1.8301, -0.2468, 3.1639)  0.53
C (-3.1683, -3.8891, 0.2110)  -0.83
C (-1.9465, 3.0035, -0.7432)  -0.70
C (0.2049, -0.6899, -5.5797)  -0.81
C (-4.5115, 1.0959, 1.5525)  -1.12
H (-0.9572, 3.3532, -1.0385)  0.30
C (3.9562, -0.5943, 2.2886)  -1.21
H (-2.9453, -1.7454, 0.0702)  0.42
C (-1.1413, -5.0055, 0.7378)  -0.07
H (-0.1610, 5.0508, 2.7869)  0.42
H (0.9333, -0.8828, 6.3623)  0.38
C (4.7941, -1.1927, -2.4111)  -0.77
N (-1.1669, -2.6407, 0.5529)  0.20
C (2.5426, -1.3715, -1.5480)  -0.31
H (-2.5054, 3.8451, -0.3271)  0.61
H (-1.8038, 4.4331, 2.7812)  0.28
C (0.6013, 1.6707, -5.7195)  -0.57
N (2.1284, -0.9632, 0.7815)  0.35
C (3.0184, -1.0496, -0.2577)  -0.34
H (-4.7440, 1.2997, 0.5051)  0.26
C (-2.4919, -5.0739, 0.4523)  -0.19
H (6.3342, -0.7542, -1.0007)  0.40
H (0.6129, 3.0458, 1.4421)  0.44
O (0.8121, 1.5075, -1.3817)  -0.67
H (0.7800, 2.5641, -6.3012)  0.42
Cl (-0.2243, -6.4446, 1.0443)  -0.24
C (1.5269, -0.6464, 3.0335)  0.50
C (-2.4638, -2.6966, 0.2695)  -0.36
C (0.5251, 1.7672, -4.3352)  0.11
H (-0.0902, -1.4429, -3.5891)  0.38
H (2.7848, -1.0044, 4.7432)  0.36
H (-3.0886, 1.6967, 3.0796)  0.52
C (0.2286, -0.4154, 2.5464)  -0.20
C (0.7396, -0.7518, 5.3062)  -0.80
H (3.0405, -1.6637, -3.5870)  0.47
C (0.4502, 0.4433, -6.3420)  -0.49
H (-3.5701, 3.0036, 2.0072)  0.49
H (-5.4190, 1.2883, 2.1285)  0.37
H (-0.1190, 2.5296, 2.9505)  0.33
H (-4.2944, 0.0283, 1.6344)  0.24
C (0.2348, 0.6353, -2.0367)  1.50

Q: The highest net charge belongs to which entry?
A: C31H42N5

Q: The highest net charge belongs to which entry?
A: C31H42N5